{
  "formula": "C23H18AlF3N7O",
  "method": "wB97M-V/def2-TZVPD",
  "symbols": ["Al", "F", "F", "F", "O", "N", "N", "N", "N", "N", "N", "N", "C", "C", "C", "C", "C", "C", "C", "C", "C", "C", "C", "C", "C", "C", "C", "C", "C", "C", "C", "C", "C", "C", "C", "H", "H", "H", "H", "H", "H", "H", "H", "H", "H", "H", "H", "H", "H", "H", "H", "H", "H"],
  "coordinates": [[-0.454, -0.256, -0.373], [-0.605, -3.041, -1.124], [-2.451, -2.000, -1.570], [-2.029, -2.643, 0.460], [-0.397, 0.659, 3.620], [1.393, -1.341, -0.159], [-1.661, 1.204, -0.588], [0.680, 2.669, 1.205], [-0.861, 1.612, -6.216], [1.497, -2.167, -5.913], [0.084, -0.168, -2.262], [-0.114, -0.117, 1.488], [2.480, -2.729, 1.436], [-3.506, 0.100, 0.770], [-1.484, 2.419, -1.226], [-0.397, 0.775, -5.572], [0.183, -0.259, -4.796], [-2.609, 3.188, -1.071], [3.408, -3.112, 0.488], [3.316, -2.591, -0.795], [-1.369, 3.143, 2.352], [-2.925, 1.228, -0.024], [-0.372, 2.279, 1.925], [-0.333, 0.847, 2.406], [-3.530, 2.427, -0.307], [1.484, -1.832, 1.081], [0.773, 3.964, 0.905], [-0.173, 4.904, 1.276], [2.288, -1.716, -1.076], [0.908, -1.310, -5.414], [-0.239, 2.798, -1.968], [0.129, -0.211, -3.419], [0.434, -1.342, 2.039], [-1.447, -2.058, -0.643], [-1.275, 4.476, 2.002], [-2.194, 2.764, 2.936], [4.019, -2.862, -1.570], [-0.055, 5.940, 0.989], [0.868, -1.162, 3.023], [-4.465, 0.424, 1.176], [-3.688, -0.784, 0.159], [-2.872, -0.201, 1.608], [4.198, -3.806, 0.744], [-0.323, -2.126, 2.161], [-0.143, 3.885, -1.969], [2.519, -3.107, 2.450], [-2.052, 5.174, 2.288], [1.642, 4.256, 0.325], [0.661, 2.387, -1.506], [2.161, -1.301, -2.065], [-2.740, 4.187, -1.459], [-0.264, 2.471, -3.010], [-4.522, 2.715, 0.010]],
  "atomic_forces_ev_per_a": [[-0.09, 0.01, -0.16], [-0.08, 0.01, 0.01], [0.04, -0.02, 0.06], [0.04, -0.02, -0.04], [-0.03, 0.02, -0.03], [0.07, -0.04, 0.04], [-0.04, -0.11, 0.07], [-0.07, 0.05, -0.01], [0.01, 0.01, 0.00], [0.03, 0.01, 0.02], [0.05, 0.11, 0.03], [0.01, 0.09, 0.16], [0.01, -0.02, 0.02], [-0.02, 0.03, -0.06], [0.07, -0.03, -0.03], [-0.02, -0.03, 0.04], [0.17, 0.00, -0.03], [0.01, 0.01, 0.02], [0.01, -0.01, 0.01], [-0.01, 0.01, 0.00], [-0.04, 0.02, 0.00], [0.02, 0.06, 0.03], [0.15, -0.09, -0.09], [-0.02, -0.04, 0.02], [-0.01, -0.01, 0.02], [-0.02, 0.04, -0.05], [0.01, -0.03, 0.01], [-0.02, 0.00, 0.01], [-0.01, -0.03, 0.01], [-0.06, 0.00, 0.01], [-0.07, -0.01, -0.02], [-0.18, -0.01, -0.08], [-0.01, -0.05, -0.02], [0.03, 0.03, -0.01], [-0.02, 0.01, -0.02], [0.00, -0.02, 0.00], [0.00, 0.00, -0.01], [0.01, 0.00, -0.01], [0.01, 0.00, 0.00], [0.01, -0.01, 0.02], [-0.02, 0.00, 0.02], [0.02, -0.01, 0.00], [0.00, 0.00, 0.00], [0.00, 0.00, 0.01], [0.01, -0.01, 0.00], [0.00, 0.00, 0.00], [0.01, 0.00, 0.00], [0.00, 0.01, 0.01], [0.01, 0.00, 0.01], [0.01, 0.00, -0.01], [0.00, 0.00, 0.00], [0.02, 0.02, 0.00], [0.00, 0.00, -0.01]],
  "homo_energy_ev": -4.638,
  "charge": -1,
  "spin_multiplicity": 1,
  "energy_ev": -51377.110,
  "orbital_gap_ev": 7.072,
  "lumo_energy_ev": 2.43,
  "e_above_lowest_ev": 0.197
}

{
  "formula": "C23H18BN3O2S2W",
  "method": "wB97M-V/def2-TZVPD",
  "symbols": ["W", "S", "S", "O", "O", "N", "N", "N", "C", "C", "C", "C", "C", "C", "C", "C", "C", "C", "C", "C", "C", "C", "C", "C", "C", "C", "C", "C", "C", "C", "C", "B", "H", "H", "H", "H", "H", "H", "H", "H", "H", "H", "H", "H", "H", "H", "H", "H", "H", "H"],
  "coordinates": [[-0.526, 0.783, 0.161], [1.451, -0.033, -0.564], [-0.365, -0.096, 2.223], [-3.052, 0.829, 0.658], [-3.366, -1.128, -0.507], [-1.188, 1.273, -1.946], [2.995, 4.229, 4.946], [5.267, 4.275, 1.588], [-0.607, 3.663, 1.354], [0.084, 4.697, -1.152], [4.398, 3.535, 1.701], [-0.256, 3.358, -1.034], [-4.432, 0.644, 0.457], [-2.600, 1.746, -2.110], [2.796, 3.506, 4.077], [2.498, 2.615, 2.993], [-4.617, -0.548, -0.222], [2.984, 1.798, 0.764], [0.070, 5.511, -0.027], [-5.480, 1.442, 0.851], [-6.750, 0.976, 0.526], [-5.864, -1.023, -0.545], [-0.294, 2.449, -2.239], [-0.956, 0.196, -2.951], [-0.571, 2.823, 0.232], [-0.298, 5.002, 1.218], [-6.937, -0.227, -0.154], [1.906, 0.899, 0.867], [1.102, 0.894, 2.030], [1.408, 1.789, 3.080], [3.294, 2.625, 1.813], [-2.476, -0.267, 0.021], [0.082, -0.126, -2.934], [-0.340, 5.657, 2.078], [-2.828, 2.520, -1.383], [-1.185, 0.580, -3.947], [-7.940, -0.556, -0.384], [-7.612, 1.561, 0.816], [-3.294, 0.917, -2.007], [-0.676, 2.980, -3.113], [0.329, 5.110, -2.123], [-1.611, -0.647, -2.740], [0.793, 1.802, 3.970], [-6.001, -1.960, -1.067], [-5.328, 2.367, 1.389], [0.698, 2.069, -2.489], [-0.893, 3.274, 2.323], [3.577, 1.826, -0.141], [-2.704, 2.147, -3.119], [0.326, 6.558, -0.123]],
  "atomic_forces_ev_per_a": [[-0.49, 0.56, -0.70], [0.30, -0.04, -0.01], [0.04, -0.11, -0.06], [-0.04, -0.11, 0.00], [0.06, -0.12, -0.06], [0.10, -0.10, 0.14], [0.00, 0.01, 0.00], [0.01, 0.01, 0.00], [-0.07, -0.04, 0.06], [-0.12, 0.07, 0.11], [-0.02, -0.02, 0.00], [0.10, -0.23, -0.12], [-0.20, -0.08, -0.04], [-0.07, 0.02, -0.05], [0.00, -0.03, -0.01], [-0.02, 0.00, 0.01], [0.07, 0.07, 0.02], [0.05, 0.02, 0.01], [0.01, -0.04, -0.06], [0.06, 0.06, 0.05], [0.00, -0.05, -0.03], [0.00, -0.05, -0.03], [0.06, 0.09, 0.07], [0.00, -0.06, -0.03], [0.10, 0.01, 0.06], [0.01, 0.05, -0.02], [0.03, 0.02, 0.01], [-0.01, -0.13, 0.01], [-0.11, -0.20, 0.02], [-0.01, 0.04, 0.05], [0.01, 0.02, 0.00], [0.12, 0.42, 0.53], [0.00, 0.01, 0.00], [0.00, -0.01, 0.00], [0.02, -0.01, 0.01], [0.01, 0.01, 0.00], [-0.01, 0.02, 0.01], [-0.01, 0.00, 0.00], [0.02, -0.03, 0.03], [0.00, -0.06, -0.03], [-0.01, 0.02, 0.00], [0.00, 0.01, 0.02], [0.00, 0.00, 0.00], [0.00, 0.00, 0.00], [0.00, 0.00, 0.00], [0.00, -0.02, 0.03], [0.01, -0.01, -0.01], [0.00, 0.00, 0.00], [0.01, 0.00, 0.01], [0.00, 0.00, 0.00]],
  "homo_energy_ev": -14.780,
  "charge": 2,
  "spin_multiplicity": 1,
  "energy_ev": -56864.744,
  "orbital_gap_ev": 5.454,
  "lumo_energy_ev": -9.33,
  "e_above_lowest_ev": 0.000
}

{
  "formula": "C23H18F3N4O3PtS3",
  "method": "wB97M-V/def2-TZVPD",
  "symbols": ["Pt", "S", "S", "S", "F", "F", "F", "O", "O", "O", "N", "N", "N", "N", "C", "C", "C", "C", "C", "C", "C", "C", "C", "C", "C", "C", "C", "C", "C", "C", "C", "C", "C", "C", "C", "C", "C", "H", "H", "H", "H", "H", "H", "H", "H", "H", "H", "H", "H", "H", "H", "H", "H", "H", "H"],
  "coordinates": [[0.279, -0.295, -1.653], [0.567, 2.374, -1.173], [-0.369, -3.605, -1.897], [-1.357, -1.793, -1.509], [1.046, -5.801, -3.399], [3.024, -6.256, -2.656], [1.404, -5.910, -1.269], [0.417, 3.569, -1.929], [0.547, -2.145, 0.695], [1.566, 1.356, -1.672], [-0.665, -2.178, 1.087], [-0.689, 1.381, -1.106], [-2.849, 0.656, -1.314], [1.589, -1.773, -2.163], [1.632, 4.412, 2.093], [-3.887, 3.208, -1.065], [1.035, 2.772, 0.465], [3.558, -3.631, -2.689], [-2.049, 1.702, -1.151], [-4.165, 0.874, -1.375], [-3.018, -2.076, 0.637], [2.853, -1.386, -2.425], [-2.523, 3.007, -1.010], [1.937, -5.517, -2.437], [1.806, 3.414, 3.050], [1.584, 2.086, 2.682], [1.198, 1.753, 1.398], [-2.243, -2.418, 2.856], [3.860, -2.277, -2.691], [2.268, -4.041, -2.423], [1.284, -3.080, -2.156], [2.229, 3.770, 4.446], [-0.949, -2.374, 2.402], [-4.736, 2.124, -1.258], [-3.305, -2.269, 1.972], [-1.701, -2.028, 0.210], [1.249, 4.102, 0.800], [-3.799, -1.958, -0.100], [-2.411, -2.577, 3.912], [3.025, -0.318, -2.408], [1.033, 0.716, 1.126], [-4.785, -0.001, -1.534], [1.519, 4.462, 4.900], [2.300, 2.887, 5.079], [-4.287, 4.208, -0.967], [-0.072, -2.494, 3.019], [1.122, 4.874, 0.054], [3.203, 4.262, 4.438], [-5.807, 2.247, -1.318], [-4.327, -2.308, 2.318], [4.858, -1.920, -2.895], [1.722, 1.301, 3.416], [1.803, 5.446, 2.364], [-1.842, 3.836, -0.884], [4.320, -4.369, -2.893]],
  "atomic_forces_ev_per_a": [[0.03, 0.01, 0.04], [-0.16, -0.08, 0.25], [-0.06, 0.12, -0.07], [-0.04, -0.21, -0.02], [-0.02, 0.00, -0.01], [-0.01, 0.00, -0.01], [0.01, 0.01, -0.02], [0.04, 0.00, -0.05], [-0.02, 0.04, -0.08], [-0.03, 0.01, -0.05], [-0.01, 0.04, -0.03], [0.11, -0.05, -0.22], [0.03, -0.01, 0.04], [-0.01, -0.02, 0.08], [-0.01, 0.00, -0.01], [0.00, 0.00, 0.00], [0.01, 0.04, -0.04], [0.02, 0.02, 0.01], [0.01, 0.03, 0.11], [0.03, -0.01, 0.02], [0.00, -0.01, -0.03], [0.00, 0.02, 0.02], [-0.01, 0.03, 0.00], [0.01, -0.01, 0.07], [0.01, -0.01, 0.01], [-0.01, -0.01, -0.01], [0.02, -0.01, 0.02], [-0.02, 0.01, 0.00], [0.00, -0.02, -0.01], [-0.02, 0.01, 0.00], [0.03, 0.00, -0.01], [0.00, 0.00, 0.00], [-0.01, -0.01, 0.00], [-0.01, 0.02, 0.00], [-0.01, 0.00, 0.01], [0.09, 0.06, 0.06], [0.00, 0.01, 0.00], [-0.01, 0.01, -0.01], [0.00, 0.00, 0.00], [0.00, -0.01, 0.00], [0.00, 0.01, -0.01], [0.00, -0.01, 0.00], [0.00, 0.00, 0.00], [0.00, 0.00, 0.00], [0.00, 0.00, 0.00], [0.01, 0.00, -0.01], [0.00, 0.00, 0.00], [0.00, 0.00, 0.00], [0.00, 0.00, 0.00], [0.00, 0.01, 0.00], [0.00, 0.00, -0.01], [0.00, 0.00, 0.00], [0.00, 0.00, 0.00], [-0.01, 0.00, 0.00], [0.00, 0.00, 0.00]],
  "homo_energy_ev": -11.237,
  "charge": 1,
  "spin_multiplicity": 1,
  "energy_ev": -80144.662,
  "orbital_gap_ev": 7.876,
  "lumo_energy_ev": -3.36,
  "e_above_lowest_ev": 0.000
}

{
  "formula": "C23H18F3N6O2RuS",
  "method": "wB97M-V/def2-TZVPD",
  "symbols": ["Ru", "S", "F", "F", "F", "O", "O", "N", "N", "N", "N", "N", "N", "C", "C", "C", "C", "C", "C", "C", "C", "C", "C", "C", "C", "C", "C", "C", "C", "C", "C", "C", "C", "C", "C", "C", "H", "H", "H", "H", "H", "H", "H", "H", "H", "H", "H", "H", "H", "H", "H", "H", "H", "H"],
  "coordinates": [[0.102, 0.172, 0.176], [-0.017, 0.364, -2.470], [2.337, -0.045, 2.024], [0.393, -0.542, 2.857], [1.518, -2.013, 1.728], [-3.109, -2.600, 0.521], [-1.185, 4.128, 0.253], [-1.883, -1.624, -2.749], [1.437, 1.765, -0.104], [-1.199, 1.806, 0.312], [-1.747, -0.723, 0.653], [0.153, -2.228, -0.569], [-2.740, 0.343, -2.789], [2.738, 1.655, -0.375], [-3.374, 2.525, 1.217], [-3.955, -0.225, 1.648], [1.178, -0.707, 1.753], [-0.825, -2.894, 0.041], [-3.779, -0.562, -2.929], [1.198, -2.906, -1.035], [-4.840, 0.747, 1.997], [-2.417, 1.555, 0.857], [2.900, 4.000, -0.781], [0.844, 2.973, -0.161], [-4.556, 2.119, 1.771], [-3.243, -1.799, -2.900], [-0.807, -4.264, 0.227], [-2.712, 0.139, 1.051], [-2.878, 1.796, -2.839], [-2.017, -2.084, 0.456], [1.549, 4.111, -0.485], [-1.573, -0.317, -2.674], [0.299, -4.965, -0.231], [-0.637, 3.055, 0.152], [1.312, -4.278, -0.883], [3.501, 2.754, -0.729], [2.183, -4.792, -1.265], [-1.183, -2.346, -2.689], [4.551, 2.623, -0.946], [1.023, 5.056, -0.497], [-3.154, 3.568, 1.064], [-3.699, -2.769, -2.961], [-3.938, 2.031, -2.856], [3.168, 0.667, -0.284], [-2.398, 2.180, -3.737], [0.368, -6.034, -0.086], [-4.176, -1.261, 1.829], [3.477, 4.876, -1.043], [1.960, -2.325, -1.540], [-5.775, 0.472, 2.466], [-1.636, -4.751, 0.719], [-5.286, 2.863, 2.062], [-4.799, -0.241, -3.034], [-2.412, 2.240, -1.966]],
  "atomic_forces_ev_per_a": [[0.63, -0.51, -0.68], [-0.06, 0.09, 0.14], [-0.03, -0.04, -0.03], [0.07, -0.01, -0.04], [-0.04, 0.02, 0.03], [-0.02, -0.10, 0.04], [-0.05, 0.04, -0.09], [0.00, -0.02, -0.03], [-0.14, 0.00, 0.23], [-0.14, 0.19, 0.15], [-0.05, -0.30, -0.01], [-0.07, 0.07, 0.14], [0.00, 0.05, -0.01], [0.02, 0.01, 0.07], [0.05, -0.07, 0.00], [0.16, 0.07, -0.06], [-0.13, 0.21, 0.01], [-0.04, 0.10, -0.01], [0.04, -0.01, 0.01], [0.01, 0.04, -0.02], [-0.03, 0.10, 0.01], [-0.05, 0.01, -0.04], [-0.01, 0.01, 0.01], [-0.11, -0.11, -0.06], [-0.07, -0.04, 0.05], [0.02, 0.04, 0.01], [0.03, -0.05, -0.04], [-0.17, 0.04, 0.05], [0.01, -0.12, -0.04], [0.05, 0.26, 0.10], [0.02, 0.05, 0.02], [0.01, 0.00, 0.05], [0.00, 0.00, 0.00], [0.13, -0.08, 0.04], [0.00, 0.01, -0.01], [0.00, -0.03, 0.01], [0.00, -0.01, 0.00], [-0.02, 0.01, -0.01], [0.01, 0.01, 0.00], [0.01, 0.00, -0.01], [0.00, -0.01, -0.01], [-0.01, -0.01, 0.00], [0.01, 0.03, 0.01], [0.01, 0.03, -0.02], [-0.01, 0.01, 0.00], [-0.01, -0.01, 0.00], [0.01, -0.01, 0.00], [0.00, 0.01, -0.01], [0.01, 0.00, 0.00], [0.00, 0.00, 0.00], [-0.01, 0.01, 0.00], [-0.01, -0.01, 0.00], [-0.02, 0.00, -0.01], [0.02, 0.04, 0.06]],
  "homo_energy_ev": [-10.673, -11.632],
  "charge": 1,
  "spin_multiplicity": 5,
  "energy_ev": -58743.344,
  "orbital_gap_ev": [7.484, 6.148],
  "lumo_energy_ev": [-3.19, -5.48],
  "e_above_lowest_ev": 0.039
}

{
  "formula": "C23H18N2O3",
  "method": "wB97M-V/def2-TZVPD",
  "symbols": ["O", "O", "O", "N", "N", "C", "C", "C", "C", "C", "C", "C", "C", "C", "C", "C", "C", "C", "C", "C", "C", "C", "C", "C", "C", "C", "C", "C", "H", "H", "H", "H", "H", "H", "H", "H", "H", "H", "H", "H", "H", "H", "H", "H", "H", "H"],
  "coordinates": [[-0.797, -1.471, -1.310], [0.808, 0.040, -1.768], [-4.059, 3.860, -0.538], [-0.339, -0.636, 1.730], [2.333, -1.677, 1.783], [0.421, -0.732, 0.601], [4.001, -1.131, -2.957], [4.506, -1.818, -1.902], [-0.727, 2.185, -0.967], [-1.743, 3.188, -0.954], [2.537, -1.260, -0.632], [2.007, -0.604, -1.771], [2.090, -2.278, 4.014], [-1.109, 0.884, -0.626], [0.269, -1.097, 2.875], [-2.418, 0.617, -0.198], [-4.123, 4.683, -1.688], [1.743, -1.255, 0.611], [1.302, -2.321, 5.191], [-3.081, 2.901, -0.553], [-0.155, -0.297, -0.776], [-0.492, -1.099, 4.086], [0.068, -1.706, 5.208], [-3.408, 1.618, -0.138], [2.780, -0.492, -2.924], [3.794, -1.880, -0.730], [1.584, -1.641, 2.896], [-1.484, -1.311, -2.557], [-1.467, -0.651, 4.102], [0.335, 2.355, -1.269], [-3.462, 5.514, -1.514], [-1.500, -2.259, -3.080], [-1.030, -0.594, -3.257], [-0.507, -1.707, 6.121], [5.460, -2.348, -1.977], [-5.168, 5.059, -1.783], [2.421, 0.069, -3.760], [-3.823, 4.117, -2.564], [4.612, -1.078, -3.851], [3.064, -2.718, 3.941], [-2.712, -0.401, 0.116], [-1.521, 4.162, -1.301], [1.662, -2.799, 6.117], [-4.419, 1.370, 0.195], [4.276, -2.327, 0.149], [-2.529, -1.033, -2.390]],
  "atomic_forces_ev_per_a": [[0.01, 0.34, 0.44], [0.37, 0.61, 0.92], [-0.15, -0.73, 0.17], [2.29, -0.34, -1.77], [-0.98, 0.76, -3.10], [-0.83, -0.01, 1.22], [0.20, 0.65, -1.67], [0.77, -1.06, 0.87], [-0.90, 0.22, -0.07], [-0.10, -1.61, 0.35], [-0.38, -0.08, -0.25], [0.71, -0.20, 0.51], [-1.11, -0.18, 2.94], [-0.31, -0.16, -0.19], [-1.29, 0.22, 0.15], [-0.61, 0.16, 0.31], [-0.70, 0.25, 0.36], [1.23, -0.35, 2.40], [2.33, -0.45, -1.14], [1.30, 0.12, -0.25], [-0.86, -0.83, -0.25], [1.51, -0.66, 0.11], [-1.76, 1.01, -0.67], [0.73, -0.75, -0.03], [-0.23, -0.39, 0.68], [-0.10, 0.26, 0.93], [-0.66, 0.11, -1.35], [-0.28, 0.38, -0.12], [-0.25, 0.09, -0.03], [-1.26, 0.17, 0.19], [0.29, 0.61, -0.37], [0.23, -0.40, 0.21], [0.07, -0.03, 0.53], [-0.08, -0.04, 0.14], [-0.28, 0.35, 0.01], [0.80, -0.36, 0.05], [-0.24, 0.21, -0.36], [-0.04, 0.06, -0.29], [-0.18, 0.10, -0.10], [0.28, -0.16, 0.08], [0.40, 0.63, -0.32], [0.30, 0.88, -0.15], [-0.07, 0.20, -0.72], [0.36, 0.20, -0.15], [-0.65, 0.07, -0.32], [0.13, 0.16, 0.07]],
  "homo_energy_ev": -8.404,
  "spin_multiplicity": 1,
  "energy_ev": -33264.735,
  "orbital_gap_ev": 7.735,
  "lumo_energy_ev": -0.67,
  "e_above_lowest_ev": 2.288
}